1.
{
  "formula": "C2HFO2",
  "method": "the ωB97M-V functional and the def2-TZVPD basis",
  "e_above_lowest_ev": 0.000,
  "e_tot_ev": -8901.087,
  "homo_ev": [-2.49, -2.21],
  "e_lumo_ev": [4.409, 4.416],
  "charge": -1,
  "orbital_gap_ev": [6.903, 6.623],
  "s_squared": 0.759,
  "spin_multiplicity": 2,
  "elements": ["C", "C", "O", "O", "H", "F"],
  "coordinates": [[-0.824405, -1.215148, -0.042084], [0.435334, -0.976376, 0.123528], [1.643219, -1.149819, 0.076558], [-1.907548, -0.564022, -0.191989], [-1.055297, 1.345547, -0.057376], [-0.043737, 1.676697, 0.063326]],
  "atomic_forces_ev_per_a": [[-1.40, 0.75, -0.18], [2.32, -0.65, -0.27], [-1.02, 0.13, 0.30], [0.30, 0.12, 0.18], [4.00, 0.31, 0.47], [-4.20, -0.67, -0.50]],
  "lowdin_spin": [0.23, 0.26, 0.25, 0.27, 0.00, 0.00]
}


2.
{
  "formula": "C25H47Cl2N4O12S4",
  "method": "the ωB97M-V functional and the def2-TZVPD basis",
  "e_above_lowest_ev": 0.000,
  "e_tot_ev": -125596.024,
  "homo_ev": -11.06,
  "e_lumo_ev": -2.600,
  "charge": 1,
  "orbital_gap_ev": 8.458,
  "elements": ["C", "C", "Cl", "C", "N", "C", "N", "C", "N", "C", "O", "C", "C", "C", "C", "C", "C", "N", "C", "C", "C", "C", "S", "O", "O", "Cl", "H", "H", "H", "H", "H", "H", "H", "H", "H", "H", "H", "H", "H", "H", "H", "H", "H", "H", "H", "H", "H", "H", "H", "O", "S", "O", "O", "C", "C", "C", "H", "H", "H", "H", "H", "H", "H", "H", "O", "S", "O", "O", "C", "C", "C", "H", "H", "H", "H", "H", "H", "H", "H", "O", "S", "O", "O", "C", "C", "C", "H", "H", "H", "H", "H", "H", "H", "H"],
  "coordinates": [[-2.199385, 3.861896, 4.353271], [-1.721701, 2.529769, 3.797278], [-2.578039, 1.202725, 4.645705], [-2.003308, 2.392840, 2.285558], [-0.776115, 2.252949, 1.506734], [0.328331, 3.000765, 1.536181], [1.259000, 2.579393, 0.693687], [0.705869, 1.507902, 0.084106], [1.312283, 0.787838, -0.853042], [2.653208, 1.138413, -1.321340], [3.176206, -0.073699, -1.780946], [4.543578, -0.231247, -1.576625], [5.451232, 0.591767, -2.212438], [6.799270, 0.412334, -1.963868], [7.221547, -0.582256, -1.096626], [6.293955, -1.409418, -0.483504], [4.943556, -1.237531, -0.718758], [-0.541835, 1.276572, 0.560450], [-1.512784, 0.266461, 0.163248], [-2.649770, 0.822672, -0.694040], [-2.154064, 1.671258, -1.875204], [-3.031407, 2.900303, -2.113070], [-2.135970, 4.231127, -2.884328], [-3.046708, 5.219837, -3.353163], [-1.040645, 4.566274, -2.022579], [-1.345082, 3.299792, -4.505098], [-3.231110, 4.042013, 4.042084], [-2.171705, 3.857798, 5.440482], [-1.584351, 4.681354, 3.972977], [-0.658304, 2.386231, 3.984689], [-2.547192, 3.266530, 1.917631], [-2.627446, 1.522620, 2.108136], [0.441456, 3.851953, 2.194907], [0.855914, -0.005347, -1.270077], [2.593925, 1.890189, -2.114034], [3.224770, 1.536250, -0.480537], [5.104929, 1.354362, -2.900110], [7.527671, 1.047523, -2.450579], [8.274482, -0.723194, -0.888591], [6.617365, -2.187313, 0.197592], [4.183936, -1.860230, -0.263503], [-1.910708, -0.203612, 1.065612], [-0.963305, -0.511800, -0.365132], [-3.238482, -0.020625, -1.058974], [-3.315654, 1.417460, -0.064043], [-2.141079, 1.078060, -2.790597], [-1.132439, 2.016062, -1.704986], [-3.905892, 2.693462, -2.728674], [-3.336706, 3.371003, -1.174385], [-6.656848, -1.436757, -1.534137], [-6.510041, -2.045278, -2.824687], [-5.188447, -2.192302, -3.359605], [-7.422775, -1.271346, -3.861509], [-7.310188, 0.170929, -3.921145], [-6.061252, 0.634690, -4.640960], [-7.349130, -3.585804, -2.878796], [-7.369892, 0.568019, -2.907039], [-8.204292, 0.482063, -4.455595], [-5.159713, 0.377613, -4.084585], [-6.100257, 1.717435, -4.767605], [-5.988758, 0.171193, -5.623859], [-8.353700, -3.450555, -2.488872], [-6.782534, -4.272808, -2.254337], [-7.367035, -3.934508, -3.907652], [1.872142, -3.548708, 0.827661], [1.685734, -4.968072, 0.699327], [2.608106, -5.727604, -0.081729], [0.205464, -5.235979, 0.193706], [-0.225412, -4.563570, -1.013531], [0.337310, -5.190284, -2.270869], [1.521901, -5.693931, 2.290802], [0.036125, -3.506205, -0.935728], [-1.309893, -4.647169, -0.987209], [1.416000, -5.060383, -2.336543], [-0.121241, -4.724079, -3.143430], [0.124813, -6.258287, -2.292103], [0.803354, -5.120771, 2.869231], [2.506376, -5.656756, 2.751838], [1.199681, -6.724406, 2.169622], [4.221277, 3.089908, 4.535189], [5.059767, 1.935410, 4.400522], [5.920469, 1.825728, 3.265370], [4.126945, 0.641917, 4.483086], [2.982396, 0.638983, 3.610242], [3.334387, 0.329081, 2.170169], [5.975715, 1.662416, 5.872091], [2.478315, 1.604858, 3.700452], [2.322226, -0.123038, 4.021706], [3.950839, 1.112870, 1.731695], [2.413694, 0.244491, 1.591108], [3.886888, -0.606423, 2.096566], [5.302484, 1.719379, 6.722374], [6.724544, 2.449957, 5.919947], [6.453148, 0.688603, 5.807344]],
  "atomic_forces_ev_per_a": [[-0.12, -0.04, -0.14], [-0.22, 0.12, -0.02], [0.10, -0.10, 0.04], [-0.06, 0.13, 0.02], [0.32, 0.19, -0.06], [0.25, -0.31, -0.34], [-0.43, 0.04, 0.12], [-0.19, 0.21, 0.18], [-0.28, 0.48, 0.31], [0.09, -0.24, 0.02], [-0.06, 0.05, -0.19], [-0.11, -0.04, 0.12], [-0.15, 0.15, -0.14], [0.29, 0.02, 0.00], [0.15, -0.08, 0.09], [0.09, -0.16, 0.18], [-0.22, 0.01, -0.08], [0.30, -0.14, -0.07], [-0.35, -0.08, 0.11], [0.07, 0.12, -0.14], [-0.15, 0.01, -0.11], [0.11, -0.11, -0.10], [0.05, 0.23, 0.25], [0.10, -0.12, 0.06], [-0.14, -0.08, -0.15], [0.03, -0.03, -0.15], [0.04, -0.01, 0.07], [0.11, 0.05, -0.04], [0.02, -0.03, 0.04], [-0.05, -0.09, 0.07], [0.06, -0.02, 0.02], [0.09, 0.00, -0.03], [-0.07, -0.08, -0.05], [0.15, -0.07, -0.11], [-0.04, -0.05, -0.01], [-0.04, 0.02, -0.05], [0.02, -0.01, 0.02], [-0.03, 0.01, 0.00], [-0.02, 0.06, -0.07], [0.04, 0.02, -0.06], [0.05, -0.07, 0.06], [0.09, -0.05, -0.05], [0.08, 0.06, 0.02], [-0.05, 0.00, 0.12], [0.01, -0.04, 0.02], [0.09, -0.02, 0.08], [-0.02, 0.01, 0.03], [-0.03, 0.06, 0.06], [-0.11, -0.03, -0.04], [0.09, 0.03, 0.06], [-0.10, 0.10, -0.08], [0.08, -0.02, 0.05], [0.06, -0.12, -0.04], [-0.03, 0.29, 0.02], [0.06, -0.10, 0.03], [-0.02, -0.03, 0.01], [0.02, -0.06, 0.02], [-0.02, -0.07, -0.02], [-0.01, -0.01, 0.01], [-0.04, 0.01, -0.01], [-0.02, 0.03, -0.02], [0.00, 0.01, 0.00], [0.01, 0.01, 0.01], [0.01, 0.00, -0.01], [0.04, 0.10, -0.07], [-0.11, -0.08, 0.08], [0.08, 0.09, -0.01], [0.00, -0.03, 0.06], [-0.11, 0.09, -0.22], [0.11, -0.04, 0.06], [-0.02, -0.01, 0.02], [0.06, -0.01, 0.04], [0.00, -0.04, 0.06], [-0.01, 0.02, 0.01], [-0.04, 0.00, 0.01], [-0.04, 0.00, -0.02], [-0.01, 0.00, 0.00], [0.01, 0.01, -0.02], [0.02, -0.01, -0.01], [0.00, 0.08, -0.02], [-0.05, -0.09, 0.02], [0.03, 0.04, 0.00], [0.12, -0.01, 0.00], [-0.33, 0.01, -0.14], [0.17, 0.03, 0.05], [0.00, 0.00, 0.04], [0.04, 0.01, 0.00], [0.09, -0.04, 0.06], [-0.01, 0.03, 0.03], [0.02, -0.14, 0.02], [-0.07, -0.05, 0.00], [-0.01, 0.00, 0.00], [0.00, 0.01, -0.02], [0.01, 0.00, -0.02]],
  "mulliken_charge": [-1.40, 0.55, -0.19, -0.95, 0.16, -0.56, -0.41, -0.04, 0.28, -0.59, -0.45, -0.06, -0.20, -0.53, -0.52, -0.70, -0.10, 0.62, -1.17, -0.67, -0.20, -0.73, 1.01, -0.54, -0.49, -0.19, 0.37, 0.43, 0.33, 0.10, 0.30, 0.54, 0.56, 0.16, 0.24, 0.50, 0.41, 0.41, 0.40, 0.40, 0.76, 0.46, 0.27, 0.53, 0.51, 0.55, 0.14, 0.24, 0.37, -0.67, 1.36, -0.61, -0.29, -0.39, -0.77, -1.06, 0.32, 0.29, 0.09, 0.39, 0.30, 0.33, 0.38, 0.34, -0.46, 1.16, -0.63, -0.33, 0.04, -1.06, -1.02, -0.02, 0.31, 0.29, 0.40, 0.29, 0.30, 0.38, 0.37, -0.66, 1.28, -0.61, -0.30, -0.85, -0.46, -0.95, 0.45, 0.33, 0.36, 0.14, 0.33, 0.32, 0.39, 0.32]
}